C8H21I2MnOP2 | the ωB97M-V functional and the def2-TZVPD basis

Each line ends with the Löwdin spin population.
CARTESIAN COORDINATES (ANGSTROEM)
I -1.2277 2.8053 -1.0098  0.502
I 1.6774 -1.3626 -0.3755  -0.226
Mn -0.2659 0.1890 0.0838  3.437
P 1.3369 1.2293 1.3342  -0.026
C 2.2831 2.3910 0.3274  -0.001
C 0.3828 2.1963 2.5232  0.001
H 1.0810 2.6177 3.2503  0.000
H 3.0488 0.9089 3.0236  -0.001
H -0.3675 1.5880 3.0297  0.000
H 2.1858 -0.6248 2.7367  0.001
H 1.5677 3.0700 -0.1593  0.000
H -0.1351 3.0014 1.9893  0.000
C 2.5964 0.2695 2.2628  0.003
H 2.9278 2.9370 1.0277  -0.001
H 3.3818 -0.0641 1.5812  0.001
H 2.8677 1.8520 -0.4323  0.000
P -1.2360 -1.2342 -1.4173  -0.022
C -0.9494 -0.7100 -3.1185  -0.003
C -0.8315 -3.0283 -1.4196  0.004
H -3.2390 -1.1626 -0.0422  0.000
H -3.5329 -1.8022 -1.6909  0.001
H -3.3060 -0.0456 -1.4155  0.000
C -3.0027 -1.0510 -1.1020  0.006
H -0.7470 -3.4476 -0.4145  0.001
H -1.6013 -3.5650 -1.9755  -0.001
H -1.5533 -1.3736 -3.7482  -0.001
H 0.1244 -0.7813 -3.3572  0.000
H 0.1297 -3.1892 -1.9141  0.000
H -1.2837 0.3338 -3.2031  0.000
C 0.3579 1.3085 -1.5902  0.217
O 1.2263 1.1368 -2.3488  0.168
C -0.8356 -0.9672 1.6445  -0.075
H -0.1702 -1.0307 2.5212  0.006
H -1.1678 -1.9995 1.4463  0.006
H -1.7232 -0.3951 1.9527  0.001

Values from the calculation:
* total charge: +2
* ⟨S²⟩: 6.350
* multiplicity: 5
* total energy: -2821.0688 Ha
* ΔE to the lowest compared entry with this formula, charge and spin: 96.4 kJ/mol

---

CH10O3S2 | the ωB97M-V functional and the def2-TZVPD basis

Each line ends with the Löwdin spin population.
CARTESIAN COORDINATES (ANGSTROEM)
C 0.2360 -1.8975 1.1428  0.019
S 0.8251 -0.1911 1.4063  0.149
S -0.5029 0.4052 2.8625  0.094
H -0.7544 -1.8006 0.7199  0.006
H 0.9631 -2.3204 0.4504  0.007
H 0.2375 -2.3825 2.1146  -0.002
H 0.1167 -1.0809 -1.5821  0.562
H -1.8098 1.1250 1.2990  0.004
H -2.3148 2.4606 0.7753  0.000
O -2.2801 1.5355 0.5108  0.002
H 0.0373 1.8012 -1.7828  0.003
H -0.9156 2.0309 -0.6329  -0.001
O -0.3796 2.5257 -1.3000  0.001
H 1.5597 -0.7206 -1.5512  0.076
H 2.5211 -1.0179 -2.6067  0.004
O 2.4607 -0.4725 -1.8259  0.075

Values from the calculation:
* total charge: -1
* ⟨S²⟩: 0.763
* multiplicity: 2
* total energy: -1066.1449 Ha
* ΔE to the lowest compared entry with this formula, charge and spin: 126.6 kJ/mol